{"formula": "C28H45BaGeN5O4S2", "method": "wB97M-V/def2-TZVPD", "symbols": ["Ba", "C", "C", "C", "C", "O", "Ge", "O", "C", "C", "C", "C", "O", "C", "C", "C", "C", "H", "H", "H", "H", "H", "H", "H", "H", "H", "H", "H", "H", "H", "H", "H", "H", "H", "H", "H", "H", "H", "H", "H", "H", "H", "H", "H", "S", "C", "C", "C", "C", "C", "N", "H", "H", "H", "H", "C", "C", "N", "N", "C", "S", "N", "N", "H", "H", "H", "H", "H", "H", "C", "C", "O", "C", "C", "C", "C", "C", "C", "H", "H", "H", "H", "H", "H", "H", "H"], "coordinates": [[0.169, 0.080, -0.447], [0.172, 1.945, 3.872], [-0.483, 2.030, 2.492], [-1.959, 2.390, 2.650], [0.227, 3.102, 1.659], [-0.394, 0.792, 1.792], [0.565, -0.763, 2.370], [1.996, -0.238, 1.147], [3.398, -0.416, 1.286], [4.068, 0.949, 1.122], [3.756, -0.997, 2.657], [3.884, -1.368, 0.189], [-0.336, -1.706, 0.904], [-0.896, -3.010, 0.971], [-1.632, -3.219, 2.296], [-1.891, -3.140, -0.186], [0.216, -4.050, 0.815], [0.078, 2.895, 4.397], [1.235, 1.702, 3.779], [-0.312, 1.170, 4.470], [-2.068, 3.337, 3.182], [-2.474, 1.606, 3.206], [-2.420, 2.472, 1.666], [0.198, 4.069, 2.161], [-0.265, 3.205, 0.685], [1.274, 2.823, 1.505], [3.722, 1.630, 1.902], [3.819, 1.380, 0.148], [5.152, 0.855, 1.196], [3.428, -0.324, 3.451], [4.834, -1.138, 2.741], [3.268, -1.964, 2.794], [3.701, -0.930, -0.797], [3.349, -2.318, 0.257], [4.953, -1.555, 0.289], [-2.344, -2.406, 2.450], [-0.921, -3.225, 3.125], [-2.172, -4.166, 2.295], [-2.730, -2.459, -0.034], [-2.271, -4.160, -0.244], [-1.403, -2.894, -1.137], [0.920, -3.979, 1.647], [0.763, -3.877, -0.116], [-0.201, -5.057, 0.795], [1.927, 1.545, -2.323], [2.171, 0.000, -3.034], [3.159, -0.176, -4.018], [3.352, -1.436, -4.550], [2.559, -2.482, -4.097], [1.599, -2.220, -3.124], [1.400, -1.019, -2.603], [3.750, 0.675, -4.325], [4.112, -1.605, -5.302], [2.680, -3.485, -4.482], [0.964, -3.015, -2.747], [-5.289, 4.053, -1.573], [-5.453, 2.841, -0.736], [-6.535, 2.468, -0.139], [-6.198, 1.311, 0.497], [-4.911, 0.951, 0.326], [-4.101, -0.407, 0.837], [-4.435, 1.951, -0.464], [-3.101, 2.030, -0.830], [-6.254, 4.545, -1.664], [-4.930, 3.796, -2.571], [-4.586, 4.749, -1.111], [-6.887, 0.804, 1.022], [-2.962, 2.814, -1.451], [-2.820, 1.167, -1.277], [-0.815, 1.134, -4.854], [-1.826, 0.367, -4.048], [-1.777, 0.350, -2.824], [-2.905, -0.351, -4.758], [-2.951, -0.447, -6.151], [-3.989, -1.126, -6.765], [-4.994, -1.706, -6.002], [-4.955, -1.619, -4.616], [-3.915, -0.950, -3.999], [-0.163, 1.689, -4.185], [-1.311, 1.822, -5.538], [-0.212, 0.447, -5.453], [-2.178, 0.001, -6.762], [-4.019, -1.199, -7.844], [-5.808, -2.226, -6.489], [-5.735, -2.072, -4.019], [-3.861, -0.882, -2.920]], "mulliken_spin": [0.04, 0.00, 0.00, 0.00, 0.00, -0.01, 0.00, -0.04, 0.02, 0.00, 0.00, 0.00, -0.01, 0.00, 0.00, 0.00, 0.00, 0.00, 0.00, 0.00, 0.00, 0.00, 0.00, 0.00, 0.00, 0.00, 0.00, 0.00, 0.00, 0.00, 0.00, 0.00, 0.00, 0.00, 0.00, 0.00, 0.00, 0.00, 0.00, 0.00, 0.00, 0.00, 0.00, 0.00, 0.74, -0.04, 0.10, -0.05, 0.13, -0.01, 0.08, 0.00, 0.00, 0.01, 0.01, 0.00, 0.00, 0.00, 0.00, 0.00, 0.00, 0.00, 0.00, 0.00, 0.00, 0.00, 0.00, 0.00, 0.00, 0.01, -0.01, 0.00, 0.00, 0.00, 0.00, 0.00, 0.00, 0.00, -0.01, 0.00, 0.00, 0.00, 0.00, 0.00, 0.00, 0.00], "total_charge": 1, "multiplicity": 2, "orbital_gap_ev": [7.28, 3.95], "s2": 0.774}

{"formula": "C18H33BBr12F9N3", "method": "wB97M-V/def2-TZVPD", "symbols": ["N", "C", "N", "N", "C", "B", "C", "F", "F", "C", "F", "F", "C", "F", "F", "C", "F", "F", "F", "H", "H", "H", "H", "H", "H", "H", "H", "H", "Br", "C", "C", "Br", "H", "H", "H", "H", "Br", "C", "C", "Br", "H", "H", "H", "H", "Br", "C", "C", "Br", "H", "H", "H", "H", "Br", "C", "C", "Br", "H", "H", "H", "H", "Br", "C", "C", "Br", "H", "H", "H", "H", "Br", "C", "C", "Br", "H", "H", "H", "H"], "coordinates": [[-1.426, 2.563, 3.648], [-0.419, 1.502, 3.472], [-1.004, 0.344, 4.154], [-0.211, 1.216, 2.075], [0.913, 1.895, 4.167], [2.149, 1.238, 3.488], [3.354, 2.122, 2.834], [4.476, 1.351, 2.714], [3.622, 3.198, 3.644], [2.957, 2.681, 1.451], [2.515, 1.634, 0.716], [1.922, 3.541, 1.629], [4.083, 3.411, 0.636], [5.304, 3.160, 1.131], [4.053, 2.954, -0.641], [3.912, 4.950, 0.537], [3.906, 5.492, 1.756], [4.965, 5.441, -0.116], [2.822, 5.290, -0.126], [-1.009, 3.482, 3.608], [-1.894, 2.448, 4.539], [-0.596, -0.504, 3.765], [-1.974, 0.315, 3.841], [-0.567, 0.373, 1.668], [0.153, 1.918, 1.461], [0.846, 1.469, 5.176], [0.999, 2.975, 4.307], [2.287, 0.055, 3.476], [-1.418, -0.499, -3.462], [0.261, -0.365, -2.491], [0.623, -1.663, -1.820], [-0.466, -1.986, -0.242], [0.146, 0.449, -1.783], [1.012, -0.100, -3.232], [1.651, -1.633, -1.466], [0.485, -2.522, -2.469], [3.133, 5.540, 6.542], [4.452, 6.558, 5.542], [5.834, 5.980, 5.689], [6.613, 6.389, 7.423], [4.388, 7.583, 5.892], [4.133, 6.505, 4.503], [6.506, 6.420, 4.956], [5.842, 4.900, 5.588], [-5.776, -2.407, -8.044], [-3.951, -1.806, -7.739], [-3.618, -1.757, -6.272], [-4.422, -0.219, -5.396], [-3.853, -0.837, -8.218], [-3.319, -2.530, -8.249], [-2.545, -1.641, -6.128], [-3.961, -2.635, -5.737], [-4.599, -3.014, -0.573], [-5.755, -1.755, -1.502], [-6.888, -2.449, -2.212], [-6.279, -3.328, -3.833], [-5.122, -1.196, -2.184], [-6.141, -1.091, -0.732], [-7.629, -1.721, -2.536], [-7.366, -3.208, -1.603], [-3.706, -5.525, -6.255], [-2.757, -6.170, -7.825], [-3.673, -6.284, -9.016], [-4.836, -7.834, -8.887], [-2.304, -7.117, -7.552], [-1.977, -5.437, -8.018], [-3.093, -6.428, -9.925], [-4.317, -5.417, -9.125], [1.473, -2.329, 3.093], [2.714, -3.258, 4.264], [2.081, -3.592, 5.588], [1.921, -2.017, 6.717], [3.583, -2.615, 4.370], [2.994, -4.164, 3.732], [2.705, -4.290, 6.141], [1.083, -4.002, 5.478]], "mulliken_charge": [-0.76, 1.34, -0.80, -0.24, -1.21, 0.38, 0.83, -0.32, -0.21, 0.51, -0.25, -0.35, 0.51, -0.28, -0.30, 0.60, -0.19, -0.27, -0.24, 0.25, 0.26, 0.15, 0.29, 0.04, 0.06, 0.38, 0.28, -0.39, -0.09, -0.49, -0.65, -0.13, 0.23, 0.36, 0.35, 0.44, -0.13, -0.38, -0.52, -0.16, 0.44, 0.09, 0.37, 0.30, -0.13, -0.61, -0.28, -0.18, 0.43, 0.31, 0.34, 0.03, -0.13, -0.47, -0.57, -0.09, 0.22, 0.35, 0.34, 0.36, -0.08, -0.65, -0.47, -0.13, 0.42, 0.33, 0.37, 0.25, -0.09, -0.68, -0.57, -0.14, 0.37, 0.36, 0.36, 0.36], "total_charge": 0, "orbital_gap_ev": 9.29}

{"formula": "C33H59N7O2S", "method": "wB97M-V/def2-TZVPD", "symbols": ["C", "N", "C", "C", "C", "C", "C", "C", "C", "S", "O", "C", "O", "H", "H", "H", "H", "H", "H", "H", "H", "H", "H", "H", "H", "H", "H", "H", "H", "H", "C", "C", "C", "C", "N", "H", "H", "H", "H", "H", "H", "H", "C", "C", "C", "C", "N", "H", "H", "H", "H", "H", "H", "H", "C", "C", "C", "C", "N", "H", "H", "H", "H", "H", "H", "H", "C", "C", "C", "C", "N", "H", "H", "H", "H", "H", "H", "H", "C", "C", "C", "C", "N", "H", "H", "H", "H", "H", "H", "H", "C", "C", "C", "C", "N", "H", "H", "H", "H", "H", "H", "H"], "coordinates": [[-6.187, -7.454, -3.091], [-5.640, -6.260, -2.421], [-4.197, -6.332, -2.234], [-3.704, -5.204, -1.343], [-4.094, -3.755, -1.700], [-2.736, -3.061, -1.928], [-2.384, -3.058, -3.408], [-0.978, -2.589, -3.771], [0.149, -3.580, -3.471], [0.049, -5.095, -4.468], [-1.786, -3.852, -1.188], [-2.190, -5.149, -1.265], [-1.415, -6.058, -1.241], [-5.419, -7.959, -3.688], [-6.987, -7.138, -3.760], [-6.573, -8.145, -2.341], [-5.839, -5.467, -3.018], [-3.641, -6.324, -3.186], [-3.970, -7.280, -1.741], [-3.990, -5.405, -0.305], [-4.639, -3.326, -0.861], [-4.680, -3.665, -2.615], [-2.756, -2.036, -1.558], [-3.098, -2.377, -3.885], [-2.570, -4.049, -3.843], [-0.764, -1.640, -3.270], [-0.965, -2.400, -4.847], [1.102, -3.118, -3.737], [0.209, -3.839, -2.417], [-0.353, -5.920, -3.495], [0.677, -0.320, -0.725], [1.415, 1.010, -0.812], [0.737, 1.994, -1.771], [0.660, 1.466, -3.134], [0.600, 1.053, -4.201], [0.670, -0.829, -1.691], [1.163, -0.983, -0.009], [-0.355, -0.172, -0.405], [2.444, 0.826, -1.137], [1.466, 1.473, 0.172], [1.274, 2.943, -1.812], [-0.276, 2.203, -1.422], [1.087, 2.357, 4.455], [-0.110, 1.467, 4.766], [-0.425, 0.508, 3.608], [-0.653, 1.246, 2.368], [-0.746, 1.791, 1.366], [0.879, 2.991, 3.592], [1.315, 3.010, 5.295], [1.975, 1.769, 4.221], [-0.983, 2.090, 4.968], [0.067, 0.869, 5.662], [-1.297, -0.111, 3.822], [0.423, -0.157, 3.430], [-8.896, -4.136, -3.321], [-9.585, -3.726, -4.617], [-10.293, -4.899, -5.306], [-9.356, -5.964, -5.668], [-8.619, -6.791, -5.958], [-8.118, -4.878, -3.505], [-8.429, -3.275, -2.842], [-9.606, -4.567, -2.614], [-8.857, -3.295, -5.306], [-10.328, -2.954, -4.414], [-10.793, -4.569, -6.218], [-11.052, -5.325, -4.648], [6.632, 3.545, 0.522], [5.522, 3.193, -0.458], [4.129, 3.542, 0.080], [3.814, 2.825, 1.314], [3.590, 2.257, 2.284], [6.541, 2.966, 1.444], [7.608, 3.331, 0.088], [6.611, 4.606, 0.767], [5.554, 2.130, -0.703], [5.665, 3.740, -1.391], [3.357, 3.300, -0.653], [4.062, 4.612, 0.291], [5.980, 8.635, 2.856], [5.693, 9.286, 1.509], [5.416, 8.260, 0.403], [6.555, 7.369, 0.186], [7.448, 6.671, 0.015], [6.875, 8.013, 2.811], [6.140, 9.393, 3.623], [5.146, 8.007, 3.176], [6.536, 9.912, 1.210], [4.823, 9.940, 1.588], [5.193, 8.756, -0.542], [4.551, 7.647, 0.668], [5.529, 1.926, 8.082], [4.893, 1.327, 6.835], [4.770, 2.333, 5.685], [3.935, 3.478, 6.047], [3.279, 4.373, 6.332], [4.923, 2.742, 8.480], [5.629, 1.174, 8.864], [6.524, 2.319, 7.865], [3.902, 0.937, 7.074], [5.490, 0.484, 6.482], [4.330, 1.868, 4.801], [5.753, 2.713, 5.399]], "mulliken_charge": [-0.62, -0.27, -1.00, 0.55, -1.08, 0.34, -0.70, -0.54, -0.75, -0.23, -0.36, 0.16, -0.60, 0.33, 0.10, 0.26, 0.14, 0.40, 0.39, 0.42, 0.27, 0.30, 0.47, 0.46, 0.21, 0.04, 0.41, 0.46, 0.33, 0.10, -1.36, 0.11, -0.46, 0.22, -0.48, 0.17, 0.45, 0.31, 0.38, 0.01, 0.32, 0.32, -0.84, -0.61, -0.48, 0.28, -0.48, 0.32, 0.35, 0.15, 0.33, 0.33, 0.39, 0.24, -0.71, -0.44, -0.49, 0.29, -0.43, -0.03, 0.33, 0.32, 0.29, 0.31, 0.29, 0.28, -1.06, -0.55, 0.53, 0.13, -0.39, 0.33, 0.36, 0.13, 0.30, 0.39, -0.29, 0.06, -1.14, -0.45, -0.30, 0.30, -0.50, 0.35, 0.33, 0.30, 0.30, 0.32, 0.33, 0.20, -1.18, -0.50, 0.09, 0.20, -0.55, 0.34, 0.35, 0.30, 0.27, 0.35, 0.03, 0.34], "total_charge": 0, "orbital_gap_ev": 9.01}

{"formula": "C3H13N2", "method": "wB97M-V/def2-TZVPD", "symbols": ["C", "N", "H", "H", "H", "H", "H", "H", "C", "N", "C", "H", "H", "H", "H", "H", "H", "H"], "coordinates": [[-2.080, -0.689, 0.400], [-1.541, -0.242, -0.942], [-3.060, -1.040, 0.326], [-1.954, 0.188, 1.190], [-1.448, -1.522, 0.803], [-1.907, -1.009, -1.560], [-2.093, 0.617, -1.168], [-0.135, 0.542, -0.455], [1.244, -0.968, 0.217], [0.963, 0.435, -0.474], [1.599, 1.556, 0.320], [0.924, -0.991, 1.376], [2.230, -1.210, 0.059], [0.528, -1.596, -0.269], [1.520, 0.431, -1.327], [1.411, 2.466, -0.200], [1.109, 1.666, 1.302], [2.690, 1.365, 0.403]], "mulliken_charge": [-0.81, -0.73, 0.40, 0.26, 0.27, 0.28, 0.27, 0.44, -0.88, -0.16, -0.86, 0.30, 0.41, 0.38, 0.34, 0.39, 0.34, 0.35], "total_charge": 1, "orbital_gap_ev": 11.68, "e_above_lowest_kj_mol": 205.7}

{"formula": "C3H2O2", "method": "wB97M-V/def2-TZVPD", "symbols": ["O", "C", "C", "C", "O", "H", "H"], "coordinates": [[-0.664, 1.977, -1.391], [-0.119, 1.140, -0.802], [0.396, 0.169, -0.130], [-0.236, -0.980, 0.570], [-1.419, -1.141, 0.793], [1.473, 0.417, 0.002], [0.569, -1.583, 0.957]], "mulliken_charge": [-0.32, 0.76, -0.61, 0.10, -0.50, 0.27, 0.30], "total_charge": 0, "orbital_gap_ev": 10.51, "e_above_lowest_kj_mol": 10.1}

Number 1: molecular weight 789.77 g mol⁻¹. Number 2: molecular weight 1432.13 g mol⁻¹. Number 3: molecular weight 617.95 g mol⁻¹. Number 4: molecular weight 77.15 g mol⁻¹. Number 5: molecular weight 70.05 g mol⁻¹.